A cluster of 8 separate species, C23H30Cl4N4O8 in total at a distorted geometry. Source: the OMol25 dataset; level of theory: wB97M-V/def2-TZVPD.

Last column: natural (NBO) charge in e.
Element x y z (Å)
C (-6.63879, 1.01490, -4.45255)  -0.48
N (-7.90260, 0.47903, -3.81885)  0.52
O (-7.83658, -0.31507, -2.85262)  -0.39
O (-8.94090, 0.85837, -4.31849)  -0.36
H (-6.87328, 2.02028, -4.80229)  0.23
H (-6.51137, 0.36967, -5.32177)  0.24
H (-5.79116, 1.09769, -3.77227)  0.24
C (-0.47110, -5.05086, -4.27055)  -0.49
N (-0.73788, -3.64271, -3.78098)  0.51
O (-0.04576, -2.71709, -4.19536)  -0.35
O (-1.68808, -3.52414, -2.94691)  -0.39
H (0.55801, -5.39923, -4.35813)  0.24
H (-0.96682, -5.16015, -5.23513)  0.24
H (-1.01125, -5.68823, -3.57049)  0.24
C (-0.56350, 0.88173, -0.66688)  -0.49
N (0.14148, -0.09359, 0.20732)  0.54
O (-0.52332, -0.45378, 1.14440)  -0.36
O (1.32300, -0.28524, -0.08023)  -0.39
H (0.10926, 0.97636, -1.51925)  0.23
H (-0.76329, 1.80926, -0.13035)  0.24
H (-1.44534, 0.37477, -1.05859)  0.23
C (5.14882, 2.85485, 1.26456)  -0.49
N (3.96550, 3.82611, 1.29041)  0.53
O (3.90784, 4.57783, 0.31574)  -0.38
O (3.17972, 3.77694, 2.22791)  -0.37
H (5.92041, 3.31500, 0.64730)  0.24
H (4.82119, 1.92618, 0.79731)  0.24
H (5.38543, 2.62935, 2.30440)  0.23
Cl (-2.09332, 4.91612, 3.17247)  0.02
C (-2.62004, 4.08768, 4.68311)  -0.21
Cl (-2.17013, 5.20740, 6.02736)  0.04
Cl (-4.31092, 3.81446, 4.38713)  0.08
Cl (-1.73487, 2.57045, 4.90421)  0.07
C (-6.55436, 5.30785, -2.20352)  -0.22
C (-7.91344, 5.42277, -2.38190)  -0.21
C (-8.84353, 4.78407, -1.59015)  -0.22
C (-8.34888, 3.82747, -0.69006)  -0.20
C (-6.96695, 3.63537, -0.54318)  -0.22
C (-6.04906, 4.38869, -1.28688)  -0.21
H (-5.86180, 5.86262, -2.81914)  0.21
H (-8.23660, 6.17546, -3.08577)  0.21
H (-9.92051, 4.83732, -1.65094)  0.22
H (-8.99519, 3.27529, -0.02389)  0.22
H (-6.53007, 2.80969, -0.00116)  0.21
H (-4.98661, 4.21404, -1.20269)  0.21
C (8.41425, -2.58489, -2.53765)  -0.21
C (8.32868, -1.27586, -2.98456)  -0.22
C (7.06011, -0.71617, -3.13810)  -0.21
C (5.90850, -1.53303, -3.01227)  -0.22
C (6.07306, -2.89224, -2.70460)  -0.22
C (7.28348, -3.41871, -2.43171)  -0.21
H (9.43187, -2.94118, -2.47509)  0.21
H (9.21946, -0.76428, -3.31802)  0.21
H (7.07765, 0.30883, -3.47793)  0.21
H (4.87003, -1.30831, -3.20585)  0.22
H (5.22450, -3.55796, -2.64824)  0.21
H (7.51277, -4.41935, -2.09627)  0.21
C (2.85000, -2.93687, 6.69136)  -0.21
C (2.82959, -3.53976, 5.46743)  -0.22
C (3.33400, -4.84083, 5.35286)  -0.20
C (3.80208, -5.53053, 6.51221)  -0.22
C (3.92133, -4.83839, 7.71330)  -0.21
C (3.34275, -3.55090, 7.84200)  -0.21
H (2.39984, -1.96360, 6.81976)  0.21
H (2.56123, -2.98680, 4.57939)  0.22
H (3.26402, -5.35090, 4.40347)  0.21
H (4.23119, -6.51790, 6.42638)  0.21
H (4.31708, -5.23251, 8.63766)  0.21
H (3.12918, -3.20284, 8.84183)  0.21

Strongest force on any atom = 0.067 Eh/bohr
SMILES = C[N+](=O)[O-].C[N+](=O)[O-].C[N+](=O)[O-].C[N+](=O)[O-].ClC(Cl)(Cl)Cl.c1ccccc1.c1ccccc1.c1ccccc1
Frontier orbital gap = 8.848 eV
LUMO level = -0.29 eV
Spin multiplicity = 1
HOMO energy = -9.134 eV
Relative energy (zero: lowest compared OMol25 entry of this formula, charge and spin) = 2.1096 eV

=====

A structure of composition C3H4LiO2V at a distorted geometry. Source: the OMol25 dataset; level of theory: wB97M-V/def2-TZVPD.

Last column: Löwdin spin population.
Element x y z (Å)
O (-0.24838, -0.09314, 0.44760)  0.04
Li (1.05468, -1.20037, -0.65124)  0.01
C (-1.10705, 0.77401, -0.20847)  0.01
C (-0.97072, 2.07240, 0.10417)  0.01
H (-1.67727, 0.30047, -1.00634)  0.00
H (-0.71528, 2.45792, 1.09296)  0.00
H (-1.46022, 2.78926, -0.55547)  0.00
V (-1.61462, -1.50620, 1.92238)  3.93
C (2.80060, -2.72596, -1.00320)  0.00
O (3.63417, -3.46057, -1.16161)  0.00
H (0.30409, 0.59218, 1.01922)  0.00

Strongest force on any atom = 0.072 Eh/bohr
Expectation value of S² = 6.001
Frontier orbital gap (alpha / beta) = 7.148 / 9.090 eV
LUMO level (alpha / beta) = -9.00 / -8.85 eV
Spin multiplicity = 5
HOMO energy (alpha / beta) = -16.148 / -17.941 eV
Total charge = +2

=====

An isolated molecule of C4H6OS at a distorted geometry. Source: the OMol25 dataset; level of theory: wB97M-V/def2-TZVPD.

Last column: natural (NBO) charge in e.
Element x y z (Å)
C (-0.72913, 1.42545, -0.08707)  -0.44
C (-0.40574, 0.13331, 0.10078)  0.32
C (-1.05843, -1.00337, -0.52350)  -0.67
O (0.53940, -0.25042, 1.01833)  -0.49
C (1.83917, -0.15054, 0.84550)  0.08
S (2.61962, 0.08348, -0.59320)  -0.10
H (-1.46591, 1.73382, -0.79085)  0.21
H (-0.17473, 2.27785, 0.30977)  0.21
H (-0.37249, -1.51270, -1.21852)  0.23
H (-1.23312, -1.74314, 0.24979)  0.23
H (-1.92009, -0.74042, -1.10496)  0.23
H (2.36146, -0.25333, 1.79393)  0.19

Strongest force on any atom = 0.053 Eh/bohr
SMILES = C=C(C)OC=S
Frontier orbital gap = 9.248 eV
LUMO level = 0.30 eV
Spin multiplicity = 1
HOMO energy = -8.944 eV
Relative energy (zero: lowest compared OMol25 entry of this formula, charge and spin) = 1.6640 eV

=====

A structure of composition C8H9N3O at a distorted geometry. Source: the OMol25 dataset; level of theory: wB97M-V/def2-TZVPD.

Last column: natural (NBO) charge in e.
Element x y z (Å)
C (1.07473, -1.45114, 0.39270)  0.24
C (2.21168, 2.25609, -0.10092)  -0.34
C (1.66829, 1.68779, -1.16397)  -0.07
C (1.90021, 1.70108, 1.21917)  0.16
C (-1.90011, -0.99784, -0.19127)  0.65
C (0.64327, 0.53740, -1.10495)  -0.48
C (0.69985, -0.08412, 0.35854)  0.24
C (-3.17951, -1.60434, 0.19428)  -0.69
N (1.35263, -2.55317, 0.50526)  -0.30
N (1.17640, 0.67555, 1.45357)  -0.44
N (-1.02441, -0.69198, 0.80055)  -0.64
O (-1.63559, -0.87085, -1.36102)  -0.64
H (3.14093, 2.94991, -0.17949)  0.23
H (1.91076, 2.02492, -2.13865)  0.21
H (2.52719, 2.12763, 2.12094)  0.20
H (-0.30226, 0.98457, -1.35414)  0.28
H (0.91029, -0.09518, -1.99420)  0.27
H (-3.83438, -1.33717, -0.51610)  0.24
H (-2.91028, -2.64508, 0.05132)  0.24
H (-3.49599, -1.35400, 1.28224)  0.22
H (-0.93371, -1.26007, 1.72614)  0.41

Strongest force on any atom = 0.092 Eh/bohr
Frontier orbital gap = 9.049 eV
LUMO level = -0.54 eV
Spin multiplicity = 1
HOMO energy = -9.589 eV
Relative energy (zero: lowest compared OMol25 entry of this formula, charge and spin) = 3.1560 eV

=====

A structure of composition C48H44AsGeIrN3P2SSe2 at a distorted geometry. Source: the OMol25 dataset; level of theory: wB97M-V/def2-TZVPD.

Last column: Löwdin spin population.
Element x y z (Å)
Ir (-0.19615, -1.33078, -0.16438)  0.46
Se (0.47710, 3.86282, 4.36032)  0.00
P (0.44264, 3.98453, 2.24449)  0.00
C (-1.13339, 4.66199, 1.70168)  0.00
C (-1.40470, 5.98102, 2.07293)  0.00
C (-2.63289, 6.53914, 1.79478)  0.00
C (-3.61580, 5.77623, 1.17676)  0.00
C (-3.37174, 4.44359, 0.87207)  0.00
C (-2.14237, 3.87856, 1.14485)  0.00
C (1.76559, 5.10963, 1.72887)  0.00
C (1.64456, 6.25515, 0.93827)  0.00
C (2.77374, 6.95801, 0.57635)  0.00
C (4.03802, 6.53285, 0.97716)  0.00
C (4.16131, 5.39401, 1.76940)  0.00
C (3.03980, 4.69297, 2.14171)  0.00
C (0.69712, 2.39419, 1.46702)  0.00
C (0.32367, 1.71359, 0.28518)  0.00
N (0.75462, 0.44837, 0.47231)  -0.01
N (1.36038, 0.35629, 1.63626)  0.00
N (1.33357, 1.50131, 2.24692)  0.00
P (0.05313, 2.05053, -1.47528)  0.00
Se (-0.59580, 0.38377, -2.63420)  0.02
C (-1.02919, 3.47250, -1.69454)  0.00
C (-2.28284, 3.32650, -2.29735)  0.00
C (-3.06484, 4.43116, -2.53056)  0.00
C (-2.60623, 5.70268, -2.19017)  0.00
C (-1.34536, 5.85150, -1.62326)  0.00
C (-0.55315, 4.75436, -1.38449)  0.00
C (1.70540, 2.55949, -1.99789)  0.00
C (2.13376, 2.27946, -3.30184)  0.00
C (3.36545, 2.70287, -3.73787)  0.00
C (4.20708, 3.42413, -2.88872)  0.00
C (3.79585, 3.69146, -1.58789)  0.00
C (2.56218, 3.27363, -1.14534)  0.00
H (-0.64217, 6.54572, 2.59385)  0.00
H (-2.83307, 7.56645, 2.07388)  0.00
H (-4.57819, 6.21687, 0.95181)  0.00
H (-4.14666, 3.83582, 0.42578)  0.00
H (-1.96798, 2.83357, 0.92625)  0.00
H (0.67031, 6.59749, 0.61670)  0.00
H (2.67656, 7.85143, -0.02974)  0.00
H (4.91749, 7.08447, 0.67227)  0.00
H (5.14082, 5.05889, 2.09004)  0.00
H (3.10786, 3.81055, 2.76655)  0.00
H (-2.62544, 2.33216, -2.55416)  0.00
H (-4.04579, 4.31146, -2.97175)  0.00
H (-3.22446, 6.57007, -2.37257)  0.00
H (-0.98443, 6.83753, -1.36266)  0.00
H (0.43744, 4.86606, -0.96647)  0.00
H (1.47540, 1.71276, -3.94682)  0.00
H (3.68459, 2.47357, -4.74606)  0.00
H (5.16929, 3.77441, -3.23708)  0.00
H (4.44316, 4.22837, -0.90712)  0.00
H (2.26987, 3.47204, -0.12322)  0.00
C (-0.88307, -3.09469, -0.68416)  0.05
Ge (-1.43686, -4.70947, 0.12456)  0.01
C (0.07670, -5.43964, 1.22193)  0.00
C (0.89393, -6.50893, 0.86899)  0.00
C (2.01367, -6.83501, 1.61599)  0.00
C (2.36333, -6.07639, 2.72245)  0.00
C (1.58852, -4.97561, 3.05968)  0.00
C (0.46549, -4.66902, 2.31494)  0.00
C (-3.05503, -4.59945, 1.32038)  0.01
C (-3.07666, -4.99239, 2.65008)  0.00
C (-4.21016, -4.81116, 3.42508)  0.00
C (-5.34111, -4.22533, 2.88330)  0.00
C (-5.32032, -3.80183, 1.56471)  0.00
C (-4.18684, -3.98814, 0.79500)  0.00
C (-1.95160, -5.98254, -1.32872)  0.00
C (-2.42082, -5.43843, -2.51880)  0.00
C (-2.85321, -6.24181, -3.55736)  0.00
C (-2.80335, -7.62085, -3.43337)  0.00
C (-2.32801, -8.17994, -2.25850)  0.00
C (-1.92066, -7.36516, -1.21471)  0.00
H (0.65256, -7.09180, -0.01072)  0.00
H (2.62777, -7.68528, 1.33896)  0.00
H (3.25024, -6.32167, 3.29508)  0.00
H (1.86666, -4.34670, 3.89626)  0.00
H (-0.12282, -3.79583, 2.56405)  0.00
H (-2.19329, -5.44060, 3.08879)  0.00
H (-4.21506, -5.12158, 4.46287)  0.00
H (-6.23192, -4.09409, 3.48728)  0.00
H (-6.18820, -3.31382, 1.14113)  0.00
H (-4.15552, -3.63325, -0.22699)  0.00
H (-2.43232, -4.36108, -2.61365)  0.00
H (-3.23561, -5.79600, -4.46659)  0.00
H (-3.13795, -8.25742, -4.24467)  0.00
H (-2.28604, -9.25847, -2.15830)  0.00
H (-1.57159, -7.81351, -0.29285)  0.00
C (3.18738, -2.51413, 1.03790)  0.00
As (2.16521, -1.93504, -0.51738)  0.01
C (3.38995, -0.57116, -1.21550)  0.00
C (2.59937, -3.37244, -1.77386)  0.00
H (4.25247, -2.58034, 0.80976)  0.00
H (2.82225, -3.49101, 1.35488)  0.00
H (3.03002, -1.80579, 1.85166)  0.00
H (4.39497, -0.97973, -1.35123)  0.00
H (3.44104, 0.26465, -0.51716)  0.00
H (3.02763, -0.19435, -2.17350)  0.00
H (3.67085, -3.39761, -1.97531)  0.00
H (2.05536, -3.19899, -2.70234)  0.00
H (2.27780, -4.33207, -1.37150)  0.00
S (-2.16027, -1.04231, 0.85844)  0.45

Strongest force on any atom = 0.106 Eh/bohr
Expectation value of S² = 0.769
Frontier orbital gap (alpha / beta) = 3.788 / 3.545 eV
LUMO level (alpha / beta) = 3.77 / 3.77 eV
Spin multiplicity = 2
HOMO energy (alpha / beta) = -0.017 / 0.226 eV
Relative energy (zero: lowest compared OMol25 entry of this formula, charge and spin) = 1.2838 eV
Total charge = -2